Molecular formula: C34H75BrF5IN5O9
Method: DFT, ωB97M-V with the def2-TZVPD basis set

Atoms and positions in Å:
C (0.16083, -1.75329, -0.97337)
C (0.39622, -0.31359, -0.45517)
C (1.26827, 0.62086, -1.36249)
I (2.81029, -0.62331, -2.30602)
N (0.48486, 1.40844, -2.39708)
Br (-0.00955, 0.36746, -3.94670)
C (1.43000, 2.51738, -2.92758)
C (1.67410, 2.53815, -4.46494)
O (2.69746, 2.16156, -4.87297)
C (-0.75453, 2.06896, -1.83884)
C (-2.04853, 1.23122, -1.94692)
C (-3.01766, 1.86440, -0.91039)
C (-4.38839, 1.23508, -0.89339)
F (-4.40397, 0.08586, -0.21198)
F (-5.18402, 2.08279, -0.20134)
C (-5.07512, 1.05186, -2.27329)
F (-6.37157, 1.01297, -2.09863)
F (-4.70826, -0.09782, -2.79549)
F (-4.84708, 2.05292, -3.08335)
H (0.95144, -2.43540, -0.66942)
H (-0.76506, -2.10987, -0.50695)
H (0.00534, -1.82199, -2.05133)
H (-0.57101, 0.10483, -0.16131)
H (0.96460, -0.43550, 0.48593)
H (1.84346, 1.26686, -0.70156)
H (2.41935, 2.41817, -2.48374)
H (1.06049, 3.50916, -2.65159)
H (0.94795, 2.94466, -5.19270)
H (-0.56415, 2.20382, -0.77055)
H (-0.98040, 3.02802, -2.30127)
H (-1.88234, 0.18108, -1.70787)
H (-2.52329, 1.36724, -2.91630)
H (-2.58449, 1.87768, 0.09434)
H (-3.16030, 2.91079, -1.20447)
C (-4.29198, 0.62283, 2.46309)
O (-2.94280, 1.07038, 2.55617)
C (-2.79821, 2.36162, 3.14371)
C (-2.18267, 2.27741, 4.52826)
N (-3.10325, 1.67980, 5.48690)
C (-2.48909, 1.29524, 6.75920)
C (-1.35689, 0.26654, 6.74153)
O (-1.75406, -1.04459, 6.38224)
C (-1.86781, -1.28597, 4.99404)
H (-4.30304, -0.24952, 1.82701)
H (-4.68532, 0.32813, 3.44093)
H (-4.93083, 1.38884, 2.02721)
H (-3.74673, 2.90622, 3.15746)
H (-2.10674, 2.92061, 2.50241)
H (-1.92035, 3.28347, 4.86787)
H (-1.25805, 1.69238, 4.43802)
H (-3.51737, 0.85433, 5.07468)
H (-3.29091, 0.88905, 7.37962)
H (-2.13164, 2.20187, 7.25749)
H (-0.98544, 0.18823, 7.76627)
H (-0.50091, 0.58978, 6.13555)
H (-1.13139, -0.72157, 4.41455)
H (-2.87805, -1.06128, 4.64150)
H (-1.69698, -2.34958, 4.82437)
C (-8.10266, -3.08570, 0.97560)
O (-8.05443, -2.41877, -0.27317)
C (-6.73975, -2.17528, -0.75584)
C (-6.41216, -3.06104, -1.94491)
N (-6.26351, -4.45734, -1.54847)
C (-6.24345, -5.40683, -2.66251)
C (-7.46477, -5.48138, -3.58090)
O (-8.62700, -6.01139, -2.97315)
C (-9.38087, -5.09520, -2.20045)
H (-9.12530, -3.02343, 1.34491)
H (-7.84407, -4.14463, 0.87575)
H (-7.43843, -2.61418, 1.70543)
H (-5.99067, -2.27460, 0.03673)
H (-6.72457, -1.13812, -1.09325)
H (-5.47736, -2.72190, -2.40213)
H (-7.21957, -2.93367, -2.67618)
H (-7.02796, -4.70786, -0.93558)
H (-6.10429, -6.39735, -2.22301)
H (-5.35698, -5.20347, -3.27280)
H (-7.21301, -6.17699, -4.38575)
H (-7.68593, -4.52447, -4.06928)
H (-9.35035, -4.08341, -2.61227)
H (-9.04014, -5.09078, -1.16180)
H (-10.41695, -5.43369, -2.19766)
C (3.16282, -0.19611, 6.41991)
O (4.34978, -0.41628, 5.67846)
C (4.84771, -1.74920, 5.75669)
C (4.65861, -2.48620, 4.44400)
N (3.24772, -2.76604, 4.18830)
C (2.95094, -3.19985, 2.82568)
C (3.28873, -2.25553, 1.67149)
O (2.49534, -1.07281, 1.60896)
C (2.92230, -0.02766, 2.47253)
H (2.99815, 0.87986, 6.46966)
H (2.29302, -0.64912, 5.93084)
H (3.25075, -0.58260, 7.43798)
H (4.40521, -2.29767, 6.59287)
H (5.92100, -1.66944, 5.94774)
H (5.20786, -3.43077, 4.47611)
H (5.09536, -1.86088, 3.65531)
H (2.70874, -1.93153, 4.37830)
H (1.87493, -3.39160, 2.78977)
H (3.44938, -4.15779, 2.64979)
H (3.07196, -2.79687, 0.74588)
H (4.35346, -2.00422, 1.62921)
H (4.00677, -0.00493, 2.58888)
H (2.43873, -0.10938, 3.44732)
H (2.60260, 0.92165, 2.03537)
C (10.63573, 2.68450, -4.89090)
O (10.04434, 3.87760, -4.40757)
C (9.41667, 4.66681, -5.41207)
C (7.90496, 4.62914, -5.28088)
N (7.36849, 3.31727, -5.63467)
C (5.97331, 3.10882, -5.25486)
C (5.59859, 3.20007, -3.77450)
O (6.11329, 2.15607, -2.96626)
C (7.45682, 2.33319, -2.54351)
H (11.26241, 2.28032, -4.09690)
H (9.87889, 1.93274, -5.13941)
H (11.26156, 2.87570, -5.76608)
H (9.73999, 4.37614, -6.41571)
H (9.74417, 5.69687, -5.24708)
H (7.46589, 5.38143, -5.94216)
H (7.66300, 4.89763, -4.24520)
H (7.92703, 2.60277, -5.18722)
H (5.70337, 2.10712, -5.59870)
H (5.35319, 3.81460, -5.81796)
H (4.51234, 3.10225, -3.71967)
H (5.83580, 4.17787, -3.33757)
H (7.70149, 3.38346, -2.37182)
H (8.15029, 1.89677, -3.26500)
H (7.58636, 1.79172, -1.60599)

Summary:
HOMO-LUMO gap ... 5.1 eV
Total charge ... +1
E_HOMO ... -0.3713 Eh

Atomic partial charges in e from the Löwdin method, atoms 1 to 2: -0.161, -0.271



Molecular formula: C34H76O10S
Method: DFT, ωB97M-V with the def2-TZVPD basis set

Atoms and positions in Å:
C (-1.22076, -2.45910, 6.32383)
O (-2.26406, -1.52922, 6.51881)
C (-2.91885, -1.15175, 5.31253)
C (-3.74954, 0.09007, 5.57046)
C (-4.15895, 0.74691, 4.23847)
C (-5.32661, 0.00649, 3.54814)
C (-5.19180, -0.17789, 2.03192)
C (-4.83293, 1.09006, 1.23969)
C (-3.35622, 1.35400, 0.95252)
C (-2.62251, 0.24779, 0.18271)
C (-1.84588, -0.73341, 1.05571)
C (-0.88964, -1.70015, 0.30779)
C (-0.88728, -1.64547, -1.22492)
C (0.10346, -0.57668, -1.72878)
C (-0.19515, 0.12735, -3.04281)
C (0.97873, 1.06457, -3.40172)
C (0.77505, 2.53068, -2.99399)
C (2.09892, 3.21618, -2.67841)
O (3.08901, 2.78648, -3.60625)
C (-1.57561, 0.78069, -3.11684)
O (-1.92352, 0.72753, -4.51022)
S (-1.60505, -0.79079, -4.92261)
O (-2.60009, -1.64482, -4.36626)
O (-1.36150, -0.81937, -6.31916)
O (-0.26783, -0.88759, -4.10932)
H (-1.29481, -2.95832, 5.35493)
H (-0.25263, -1.95673, 6.38152)
H (-1.26847, -3.22541, 7.09649)
H (-3.56639, -1.98277, 5.00953)
H (-2.17129, -0.96451, 4.53689)
H (-3.11205, 0.79227, 6.10850)
H (-4.64027, -0.14606, 6.14884)
H (-4.46032, 1.77670, 4.42740)
H (-3.27139, 0.76842, 3.61050)
H (-6.24783, 0.55528, 3.74871)
H (-5.41970, -0.97661, 4.01277)
H (-4.50028, -0.99542, 1.83426)
H (-6.16265, -0.52124, 1.66654)
H (-5.29095, 1.94971, 1.73381)
H (-5.32490, 1.00397, 0.26727)
H (-2.77072, 1.58382, 1.84180)
H (-3.30902, 2.25092, 0.33039)
H (-1.88262, 0.74729, -0.45128)
H (-3.29881, -0.26631, -0.50650)
H (-1.23988, -0.13184, 1.73868)
H (-2.50640, -1.31621, 1.69609)
H (0.12386, -1.49895, 0.65982)
H (-1.09997, -2.72578, 0.61082)
H (-0.52539, -2.61289, -1.57272)
H (-1.88079, -1.53173, -1.65134)
H (0.27100, 0.17485, -0.95254)
H (1.06894, -1.06562, -1.87157)
H (1.87320, 0.69855, -2.89929)
H (1.17833, 0.98059, -4.46685)
H (0.16328, 2.60689, -2.09590)
H (0.29586, 3.06430, -3.81565)
H (1.98293, 4.30185, -2.72807)
H (2.40388, 2.96679, -1.65495)
H (3.88213, 3.29362, -3.44522)
H (-1.65305, 1.78045, -2.70697)
H (-2.31151, 0.18846, -2.56853)
C (4.15812, -1.56750, -0.16999)
C (3.42133, -1.01918, 1.04045)
O (2.65526, -1.98236, 1.73751)
C (3.36798, -3.08269, 2.27820)
C (4.43435, -2.69924, 3.28811)
H (3.45744, -2.03126, -0.86636)
H (4.67970, -0.76080, -0.68653)
H (4.90006, -2.31730, 0.10686)
H (2.70048, -0.26643, 0.71544)
H (4.11849, -0.51501, 1.71944)
H (3.80086, -3.68991, 1.47525)
H (2.61027, -3.69822, 2.76293)
H (5.22178, -2.08941, 2.84288)
H (4.90227, -3.59760, 3.69343)
H (3.99563, -2.13077, 4.10978)
C (7.45460, -7.86693, 2.52829)
C (7.63997, -6.41279, 2.92687)
O (6.74640, -5.96898, 3.93157)
C (6.81065, -6.65079, 5.17148)
C (8.16562, -6.57425, 5.85374)
H (6.43259, -8.04297, 2.19059)
H (8.13808, -8.12010, 1.71739)
H (7.65681, -8.54855, 3.35540)
H (7.43972, -5.77197, 2.06780)
H (8.67781, -6.22562, 3.22499)
H (6.49883, -7.69455, 5.05219)
H (6.06004, -6.16818, 5.79760)
H (8.94901, -7.05690, 5.26831)
H (8.12201, -7.07215, 6.82276)
H (8.45592, -5.53453, 6.01026)
C (-0.80715, 5.66348, -0.75911)
C (-1.55710, 4.87522, 0.30196)
O (-0.72909, 4.32339, 1.30839)
C (0.02020, 5.24763, 2.07738)
C (-0.82698, 6.25215, 2.83883)
H (-0.04499, 5.04023, -1.23086)
H (-1.49985, 6.00799, -1.52749)
H (-0.31020, 6.54124, -0.34446)
H (-2.04512, 4.01777, -0.16227)
H (-2.35202, 5.48527, 0.74539)
H (0.75589, 5.76292, 1.44897)
H (0.58261, 4.63590, 2.78273)
H (-1.40046, 6.89687, 2.17177)
H (-0.18729, 6.89129, 3.44794)
H (-1.53016, 5.73788, 3.49520)
C (-5.03839, 3.66849, -9.29382)
C (-3.56081, 4.00770, -9.39949)
O (-2.87325, 3.99329, -8.16432)
C (-2.87041, 2.75493, -7.46933)
C (-2.24248, 1.60275, -8.23174)
H (-5.53887, 4.35259, -8.60706)
H (-5.51045, 3.75060, -10.27358)
H (-5.20038, 2.65221, -8.93290)
H (-3.44776, 5.02518, -9.77545)
H (-3.06816, 3.34714, -10.12228)
H (-3.88682, 2.49446, -7.15128)
H (-2.29801, 2.94336, -6.56095)
H (-2.78979, 1.36999, -9.14736)
H (-2.23262, 0.71029, -7.61143)
H (-1.21486, 1.84381, -8.50946)

Summary:
HOMO-LUMO gap ... 9.7 eV
ΔE to the lowest compared entry with this formula, charge and spin ... 0.0 kcal per mole
E_HOMO ... -0.3427 Eh

Atomic partial charges in e from the Löwdin method, atoms 1 to 2: -0.116, -0.191



Molecular formula: C34H77N4O2
Method: DFT, ωB97M-V with the def2-TZVPD basis set

Atoms and positions in Å:
C (4.83564, -0.64628, 3.43933)
C (3.78520, -1.08774, 2.24366)
C (4.03514, -0.21343, 0.84340)
C (2.68817, -0.43997, -0.12190)
C (1.86033, 0.94463, -0.39857)
C (0.20934, 0.79608, -0.17166)
C (-0.37542, 2.32508, -0.51642)
C (-1.98647, 2.36485, -0.79891)
O (-2.35932, 3.08900, -2.05833)
C (-0.35154, -0.35893, -1.19064)
C (-1.28149, -1.47262, -0.39325)
C (-0.34473, -2.70736, 0.14141)
C (-2.26542, -2.13380, -1.57402)
N (-2.21947, -0.88240, 0.63275)
O (-2.88242, -1.93520, 1.20086)
C (-1.50898, -0.18428, 1.76679)
C (-1.32149, -1.14264, 3.12508)
C (-2.54537, 1.02854, 2.27114)
C (-0.03578, 0.43179, 1.40680)
H (4.46229, 0.28845, 4.07197)
H (4.99645, -1.51222, 4.23074)
H (5.86486, -0.42416, 2.90765)
H (3.94935, -2.25071, 2.08203)
H (2.68578, -0.96949, 2.64897)
H (4.09266, 0.91796, 1.13649)
H (4.99873, -0.64465, 0.33735)
H (3.05912, -0.92733, -1.14549)
H (2.05924, -1.26645, 0.41660)
H (2.21867, 1.78556, 0.35305)
H (2.10669, 1.29624, -1.50854)
H (0.15139, 2.61037, -1.54910)
H (-0.00983, 3.13388, 0.25420)
H (-2.46259, 3.02516, 0.07432)
H (-2.53058, 1.33002, -0.77046)
H (-3.19572, 3.61099, -1.78929)
H (0.48686, -0.97884, -1.74401)
H (-1.04986, 0.06268, -2.06221)
H (-0.96445, -3.69968, 0.34043)
H (0.34608, -2.45366, 1.05096)
H (0.39181, -2.97802, -0.75844)
H (-2.72045, -3.16470, -1.23800)
H (-1.58463, -2.32996, -2.53289)
H (-3.14723, -1.41838, -1.85754)
H (-0.74846, -2.13864, 2.90790)
H (-2.34618, -1.30677, 3.69874)
H (-0.64618, -0.48522, 3.85573)
H (-3.48092, 1.07231, 1.54384)
H (-2.02517, 2.08685, 2.27334)
H (-2.97763, 0.75520, 3.33411)
H (0.76415, -0.27658, 1.88758)
H (0.04900, 1.46281, 2.00249)
C (8.48488, -6.78063, 5.24566)
C (7.09364, -6.76325, 4.61825)
N (6.26714, -5.63012, 5.04136)
C (4.85367, -5.77476, 4.67602)
C (4.50964, -5.79838, 3.18970)
C (6.83360, -4.29661, 4.82783)
C (7.22545, -3.91013, 3.40761)
H (8.42742, -6.73937, 6.33835)
H (9.00519, -7.70512, 4.97195)
H (9.10072, -5.94636, 4.89656)
H (6.59952, -7.69533, 4.91950)
H (7.19718, -6.80223, 3.52838)
H (4.27062, -4.97967, 5.15875)
H (4.48099, -6.70420, 5.12374)
H (4.57990, -4.80691, 2.73865)
H (3.47497, -6.13264, 3.05818)
H (5.14588, -6.48679, 2.62537)
H (7.72305, -4.19904, 5.46305)
H (6.14424, -3.53895, 5.22398)
H (7.77462, -4.70200, 2.89260)
H (7.87495, -3.02871, 3.43379)
H (6.35258, -3.64320, 2.80839)
C (-5.41736, -3.99107, -6.21699)
C (-5.06023, -2.86424, -5.25147)
N (-4.77069, -1.58857, -5.91098)
C (-4.14901, -0.60284, -5.01983)
C (-4.97734, -0.09720, -3.84244)
C (-5.81361, -1.06157, -6.79375)
C (-7.19461, -0.82163, -6.19775)
H (-4.63961, -4.12381, -6.97624)
H (-5.51491, -4.93442, -5.66845)
H (-6.37090, -3.80937, -6.72184)
H (-4.16862, -3.19014, -4.70146)
H (-5.86355, -2.76358, -4.51350)
H (-3.81442, 0.26020, -5.61006)
H (-3.22638, -1.04123, -4.62012)
H (-5.75432, 0.60066, -4.15979)
H (-4.33029, 0.44608, -3.14549)
H (-5.44491, -0.91181, -3.28123)
H (-5.92489, -1.75227, -7.63913)
H (-5.46219, -0.13128, -7.25989)
H (-7.53355, -1.65221, -5.57394)
H (-7.92586, -0.70177, -7.00419)
H (-7.22288, 0.09503, -5.60517)
C (-2.44377, 9.67094, -1.14489)
C (-2.12484, 8.70046, -0.01090)
N (-2.30425, 7.29134, -0.36910)
C (-2.28509, 6.39138, 0.78935)
C (-0.98374, 6.28839, 1.57925)
C (-1.56151, 6.81827, -1.53924)
C (-0.04576, 6.96760, -1.52678)
H (-3.45228, 9.50415, -1.53742)
H (-2.39312, 10.70197, -0.77784)
H (-1.72948, 9.58469, -1.96920)
H (-2.80350, 8.94607, 0.81541)
H (-1.10935, 8.89905, 0.34882)
H (-2.58353, 5.38389, 0.47147)
H (-3.07507, 6.71075, 1.48010)
H (-0.22848, 5.70673, 1.04760)
H (-1.17020, 5.77255, 2.52726)
H (-0.56468, 7.26949, 1.82214)
H (-1.94643, 7.34419, -2.42206)
H (-1.81251, 5.76634, -1.73071)
H (0.27709, 7.95107, -1.17687)
H (0.34322, 6.84062, -2.54266)
H (0.42832, 6.20319, -0.90780)

Summary:
Spin multiplicity ... 2
HOMO-LUMO gap (spin up / spin down) ... 8.6 / 7.5 eV
⟨S²⟩ ... 0.7543
E_HOMO (spin up / spin down) ... -0.2954 / -0.2954 Eh

Atomic partial charges in e from the Löwdin method, atoms 1 to 2: -0.151, -0.258



no.,E_tot (eV)
1,-154068.3771
2,-67797.7476
3,-46552.0187